w) Molecular formula: C20H19AsN7O5PRuS4
Method: DFT, the ωB97M-V functional and the def2-TZVPD basis

Positions of all 58 atoms, in Å:
Ru: 0.12513 0.13654 -2.00340
C: -2.05337 2.41384 2.49150
N: -1.21477 2.24094 1.33930
C: -0.14417 3.01304 1.01530
C: 0.34533 2.52674 -0.16300
N: -0.41097 1.47454 -0.55330
C: -1.34937 1.30624 0.36650
P: -2.61897 -0.06196 0.42400
C: -2.95897 -0.05016 -1.35490
N: -2.07377 -0.23976 -2.34080
C: -2.78257 -0.39866 -3.48330
C: -4.11487 -0.33206 -3.20380
N: -4.22767 -0.13406 -1.85820
C: -5.43107 -0.00376 -1.09630
C: -1.41487 -1.41236 0.44340
N: -0.56217 -1.72246 -0.53030
C: -0.01897 -2.91526 -0.20280
C: -0.56017 -3.36356 0.96960
N: -1.45727 -2.41646 1.36830
C: -2.27897 -2.41406 2.53830
H: -1.79767 3.35424 2.98100
H: -1.90437 1.60244 3.20670
H: -3.10227 2.42394 2.18890
H: 0.18523 3.81334 1.64690
H: 1.18603 2.86604 -0.74450
H: -2.29927 -0.53696 -4.43160
H: -4.97667 -0.40136 -3.83460
H: -6.28777 -0.03986 -1.76650
H: -5.44167 0.94294 -0.55060
H: -5.50807 -0.81706 -0.36770
H: 0.72003 -3.37726 -0.82730
H: -0.38977 -4.25426 1.53970
H: -2.09537 -3.31786 3.11510
H: -3.33407 -2.36926 2.24970
H: -2.05767 -1.54106 3.15790
S: 0.44863 0.37124 -6.28470
As: 0.95673 1.77184 -4.74200
S: 2.32303 1.00514 -3.20610
S: -0.80747 2.30804 -3.58310
S: 1.73773 3.44014 -5.81310
O: 3.30823 -0.99696 -1.57000
C: 2.87773 -0.50766 -0.52920
O: 1.71573 -0.04536 -0.34790
C: 3.76883 -0.38876 0.69230
C: 5.11753 -0.72846 0.62940
C: 5.92073 -0.56766 1.75090
C: 5.40013 -0.06876 2.92680
C: 4.04133 0.26344 2.99030
C: 3.22973 0.09704 1.86750
N: 3.48593 0.76774 4.18050
O: 2.27723 1.06374 4.18930
O: 4.21853 0.89554 5.17630
H: 5.51233 -1.10406 -0.30180
H: 6.96733 -0.82986 1.70120
H: 6.00603 0.07744 3.80870
H: 2.18343 0.35514 1.91010
O: 0.97473 -2.00056 -3.94370
C: 0.64173 -1.17366 -3.23110

## Properties
Multiplicity ... 2
Total charge ... -1

x) Molecular formula: C20H19AsN7O5PRuS4
Method: DFT, the ωB97M-V functional and the def2-TZVPD basis

Positions of all 58 atoms, in Å:
Ru: 1.52241 -0.48885 -0.33560
C: -3.16072 1.60502 3.10289
N: -2.39542 1.54036 1.87236
C: -2.79639 1.99647 0.64307
C: -1.77790 1.70529 -0.22100
N: -0.76812 1.08122 0.45043
C: -1.15651 0.99473 1.69728
P: -0.17820 0.17743 2.99128
C: 1.42862 0.88871 2.54241
N: 2.01106 0.88264 1.35493
C: 3.19590 1.54939 1.48668
C: 3.33176 1.96541 2.77707
N: 2.21117 1.54233 3.44258
C: 1.93368 1.75667 4.85068
C: -0.05752 -1.46572 2.24676
N: 0.30705 -1.76545 1.01006
C: 0.15988 -3.11174 0.86206
C: -0.28960 -3.64031 2.03673
N: -0.43013 -2.59556 2.90895
C: -0.89263 -2.69899 4.27951
H: -4.13118 2.04326 2.88359
H: -3.31381 0.60899 3.51552
H: -2.65494 2.22123 3.84496
H: -3.75295 2.46992 0.49908
H: -1.72391 1.88534 -1.28137
H: 3.87557 1.64774 0.65834
H: 4.11645 2.50761 3.27566
H: 2.80746 2.21860 5.30304
H: 1.07577 2.41407 4.98574
H: 1.73967 0.80998 5.35087
H: 0.43722 -3.61110 -0.05065
H: -0.47703 -4.65872 2.32947
H: -0.91510 -3.75108 4.55166
H: -0.21250 -2.18010 4.95160
H: -1.89380 -2.28302 4.39298
S: 5.15110 -3.30989 -1.87191
As: 3.39701 -3.27738 -0.74205
S: 1.72684 -2.27349 -1.87033
S: 3.37931 -1.51975 0.66530
S: 2.74301 -5.03734 0.20822
O: 1.69672 0.97929 -2.94370
C: 0.52531 0.50895 -2.88989
O: 0.00107 -0.01202 -1.88826
C: -0.28937 0.60505 -4.14975
C: 0.29548 1.01397 -5.34029
C: -0.46327 1.09944 -6.49964
C: -1.81370 0.79335 -6.47282
C: -2.37639 0.39917 -5.27164
C: -1.63889 0.28502 -4.11007
N: -3.82302 0.09872 -5.23319
O: -4.32242 -0.16151 -4.15782
O: -4.43744 0.12868 -6.28393
H: 1.35120 1.24935 -5.34017
H: -0.00070 1.40472 -7.42880
H: -2.43105 0.85326 -7.35670
H: -2.09158 -0.04744 -3.18746
O: 3.60943 1.28948 -1.57461
C: 2.63602 0.66857 -1.47015

## Properties
Multiplicity ... 2
Total charge ... -1

Here is how they stack up, most stable first: x), w).